DFT (ωB97M-V with the def2-TZVPD basis set) results for a cluster of 3 separate species, C31H41F8NO7S in total at a distorted geometry.

The geometry in XYZ format:
```
89
Properties=species:S:1:pos:R:3:lowdin_charge:R:1
H -4.47 -1.27 2.67 0.069
H 7.22 1.66 -6.87 0.084
H 1.03 1.03 -3.00 0.075
O 0.71 -3.83 -2.24 -0.238
H -2.79 4.33 4.05 0.078
H -6.55 -3.21 -2.56 0.085
H -2.47 -1.58 4.26 0.076
H -2.44 0.16 2.63 0.119
H -3.85 -0.95 5.14 0.085
H -4.42 -4.05 0.49 0.071
H -1.25 2.30 0.78 0.147
H 6.56 5.13 -5.41 0.083
C -0.80 0.82 -1.33 -0.121
H -6.21 -1.48 -2.40 0.081
C -0.48 1.57 1.01 0.051
H -0.17 2.27 5.21 0.133
H 4.13 2.74 -1.32 0.057
C 1.88 3.01 -2.79 -0.190
C 1.43 -0.25 1.60 -0.088
H -5.42 -4.83 -0.74 0.091
H -3.00 4.03 5.79 0.077
F -1.63 -6.06 0.49 0.160
C -2.93 -0.65 4.62 -0.069
N 4.32 2.89 -2.31 -0.019
F -0.52 -5.00 2.76 0.205
O 3.40 -1.13 2.68 0.165
C -2.36 3.84 4.93 -0.053
H 8.77 2.08 -6.09 0.084
O 1.39 -1.06 -1.87 0.124
H -4.94 -2.57 -2.99 0.086
H -4.28 1.96 4.21 0.123
C -5.32 -2.69 -0.88 -0.495
H -1.88 0.81 -1.16 0.120
H -0.60 0.00 -2.01 0.106
C -0.81 1.88 4.41 -0.164
F 2.79 -3.65 1.69 0.150
C -3.29 1.77 3.77 -0.148
O -0.39 2.46 3.17 -0.007
F -1.54 -4.17 -0.51 0.161
H 7.62 1.00 -5.28 0.081
C 7.05 3.06 -5.25 -0.493
H 1.79 3.33 -1.75 0.100
F 1.29 -5.79 0.91 0.140
H 6.56 4.26 -6.96 0.084
H -4.73 0.31 1.84 0.076
C 0.52 -5.34 -0.08 -0.472
C -1.01 -4.25 1.79 -0.541
O 2.73 -4.66 -1.39 -0.235
H 5.15 2.32 -2.48 0.035
H -1.38 4.28 5.16 0.077
H 8.10 4.68 -6.17 0.084
C -4.53 -0.18 2.79 -0.080
F 0.36 -6.35 -0.93 0.152
C -2.23 2.31 4.76 -0.348
F -2.31 -4.07 2.04 0.169
H -1.37 2.49 -2.53 0.105
C -0.12 0.69 0.01 -0.128
H -2.26 -0.25 5.38 0.060
F -0.44 -3.04 1.83 0.187
C 0.06 1.56 2.26 -0.265
C 2.33 -2.56 1.09 -0.174
C -0.91 -4.92 0.39 -0.368
C 1.05 0.64 2.54 0.069
H -2.44 1.88 5.75 0.132
C 0.68 2.06 -3.06 -0.185
H 1.49 0.64 3.54 0.147
C -4.70 -4.03 -0.56 -0.018
H 3.47 2.23 -4.10 0.112
H -3.21 2.39 2.87 0.116
H -0.72 0.79 4.44 0.109
C 7.07 4.37 -6.00 -0.022
H 1.83 3.92 -3.39 0.110
O -5.44 -1.83 -0.04 0.066
H 0.26 2.16 -4.06 0.110
C -0.46 2.18 -2.01 -0.164
C 2.50 -1.27 1.88 -0.219
C 0.85 -0.25 0.33 -0.040
H -0.23 2.93 -1.24 0.096
S 1.47 -4.07 -1.06 0.775
C 7.71 1.87 -5.92 -0.023
H -3.82 -4.19 -1.17 0.072
C 3.19 2.27 -3.04 -0.288
C -5.79 -2.48 -2.31 -0.022
C -3.19 0.27 3.43 -0.405
H -5.33 -0.02 3.52 0.079
C 1.76 -2.60 -0.10 -0.100
C 1.31 -1.26 -0.68 -0.262
O 6.52 2.96 -4.17 0.059
H 3.11 1.23 -2.69 0.096
```

The calculation puts the highest occupied orbital energy at -8.7 eV. For the HOMO-LUMO gap, the calculation gives 7.00 eV. As for the structure (SMILES): CC(C)C[C@H](C)COc1cc(CCCCCN)c2c(c1)C(=O)C(F)=C(S(=O)(=O)C(F)(F)C(F)(F)C(F)(F)F)C2=O.CC(C)=O.CC(C)=O. The calculated total energy comes out at -81207.07339 eV.